{"formula": "C78H94F3KN3O3P2SbSi2Te", "method": "ωB97M-V/def2-TZVPD", "relative_energy_kj_mol": 56.8, "max_force_ev_per_a": 3.3, "homo_energy_ev": -6.41, "e_lumo_ev": 0.2, "species": ["K", "C", "O", "C", "C", "C", "C", "C", "C", "N", "N", "C", "C", "C", "C", "O", "C", "N", "C", "C", "C", "C", "H", "H", "H", "H", "H", "H", "H", "H", "H", "H", "H", "H", "C", "C", "C", "C", "C", "C", "P", "C", "C", "C", "C", "C", "C", "C", "C", "C", "C", "C", "C", "H", "H", "H", "H", "H", "H", "H", "H", "H", "H", "H", "H", "H", "H", "H", "F", "C", "C", "C", "C", "C", "C", "Sb", "C", "C", "C", "C", "F", "C", "C", "C", "C", "C", "C", "F", "C", "C", "H", "H", "H", "H", "H", "H", "H", "H", "H", "H", "H", "H", "C", "Si", "C", "C", "C", "Te", "C", "Si", "C", "C", "C", "H", "H", "H", "H", "H", "H", "H", "H", "H", "H", "H", "H", "H", "H", "H", "H", "H", "H", "H", "H", "H", "H", "O", "P", "C", "C", "C", "C", "C", "C", "C", "C", "C", "C", "C", "C", "C", "C", "C", "C", "C", "C", "H", "H", "H", "H", "H", "H", "H", "H", "H", "H", "H", "H", "H", "H", "H", "H", "H", "H", "H", "H", "H", "H", "H", "H", "H", "H", "H", "H", "H", "H", "H", "H", "H"], "positions_angstrom": [[0.24213, 0.51132, 0.37014], [-7.65017, 2.37012, -4.11746], [-7.22157, 2.42222, -2.77986], [-6.40027, 3.44812, -2.39036], [-5.86787, 4.40812, -3.24216], [-5.04767, 5.40172, -2.74256], [-4.68997, 5.42922, -1.39486], [-5.23047, 4.45542, -0.54286], [-6.09067, 3.50022, -1.03006], [-4.00767, 6.51942, -0.87956], [-3.08787, 6.46942, -0.04926], [-2.38617, 5.33802, 0.27494], [-2.01727, 5.17692, 1.60984], [-1.46817, 4.00212, 2.06274], [-1.17357, 2.91282, 1.21864], [-0.82737, 1.77632, 1.67654], [-1.24927, 3.20202, -0.20686], [-0.62697, 2.36412, -1.05516], [-0.63947, 2.62582, -2.34046], [-1.25407, 3.75042, -2.89256], [-1.87387, 4.63612, -2.05016], [-1.90257, 4.38292, -0.66776], [-8.32627, 1.51722, -4.17776], [-6.81627, 2.20492, -4.81036], [-8.18787, 3.28092, -4.40296], [-6.08777, 4.39652, -4.29796], [-4.65287, 6.15532, -3.40666], [-4.99217, 4.48622, 0.51044], [-6.53727, 2.76702, -0.37636], [-2.27507, 5.96522, 2.30314], [-1.27587, 3.86512, 3.11574], [-0.10637, 1.93142, -2.98176], [-1.20807, 3.93702, -3.95376], [-2.29277, 5.54842, -2.44946], [6.65353, -0.21288, 4.32624], [6.25383, -0.45888, 3.02374], [4.98923, -0.08508, 2.60344], [4.10633, 0.53682, 3.48074], [4.52023, 0.78122, 4.78874], [5.78363, 0.40882, 5.20674], [2.43683, 0.97842, 2.83184], [2.66433, 2.78882, 2.61324], [3.38063, 3.59892, 3.48984], [3.50643, 4.95252, 3.23744], [2.91723, 5.51542, 2.11704], [2.19853, 4.71682, 1.24374], [2.08113, 3.36092, 1.48824], [1.53283, 0.92662, 4.41714], [0.66253, 1.94112, 4.79024], [-0.02377, 1.86142, 5.98884], [0.16873, 0.78162, 6.83304], [1.02893, -0.23898, 6.46234], [1.69163, -0.17898, 5.25174], [7.63763, -0.50448, 4.66054], [6.92883, -0.94378, 2.33384], [4.67203, -0.27778, 1.58464], [3.84583, 1.23872, 5.49714], [6.09063, 0.60322, 6.22454], [3.85193, 3.18062, 4.36614], [4.06763, 5.57222, 3.92214], [3.01603, 6.57352, 1.92784], [1.72873, 5.14842, 0.37224], [1.51943, 2.73012, 0.81094], [0.52193, 2.78602, 4.13504], [-0.69157, 2.66042, 6.27804], [-0.34407, 0.73542, 7.78174], [1.19283, -1.07268, 7.12814], [2.35523, -0.98108, 4.95394], [-3.48047, -2.42328, 8.68144], [-2.89427, -2.10978, 7.50264], [-3.51967, -1.21668, 6.65434], [-2.92677, -0.92888, 5.43694], [-1.72447, -1.51598, 5.06464], [-1.10087, -2.37048, 5.96144], [-1.68157, -2.68518, 7.17844], [-0.94627, -1.06808, 3.06124], [-2.78037, -2.03368, 2.39234], [-3.85937, -1.19398, 2.14764], [-5.09897, -1.70328, 1.79824], [-5.24617, -3.07378, 1.69624], [-6.44857, -3.58368, 1.34124], [-4.19697, -3.93798, 1.94444], [-2.96677, -3.40328, 2.29014], [0.41713, -2.77848, 2.99414], [1.63583, -2.56068, 2.36284], [2.60903, -3.54358, 2.30234], [2.34683, -4.76808, 2.88824], [3.28543, -5.74138, 2.82944], [1.15043, -5.02448, 3.53084], [0.19383, -4.02138, 3.57504], [-4.45377, -0.76598, 6.95114], [-3.41457, -0.23188, 4.76904], [-0.14187, -2.79878, 5.71174], [-1.20957, -3.36678, 7.86904], [-3.72687, -0.12148, 2.21204], [-5.94137, -1.05828, 1.60314], [-4.35037, -5.00538, 1.88124], [-2.14217, -4.07258, 2.47994], [1.84513, -1.59988, 1.90714], [3.55933, -3.37358, 1.81774], [0.97633, -5.98928, 3.98654], [-0.73827, -4.22168, 4.08554], [2.28353, 0.62322, -5.40366], [4.11633, 0.54082, -4.85856], [4.84643, 2.29432, -5.03746], [5.04653, -0.68778, -5.99286], [4.31273, -0.14568, -3.09146], [3.12333, 0.75192, -1.49016], [4.26203, 2.59132, -1.35316], [6.05253, 2.48942, -0.69726], [6.84853, 0.75232, -0.81776], [6.01723, 2.96942, 1.14954], [7.15423, 3.72352, -1.66006], [2.13793, 1.38732, -6.16266], [1.63563, 0.86432, -4.56316], [1.95033, -0.31948, -5.82876], [5.09883, 2.50332, -6.07286], [5.74793, 2.41822, -4.44726], [4.13813, 3.05272, -4.71756], [4.97613, -0.40248, -7.03726], [4.64683, -1.69348, -5.89966], [6.10023, -0.73308, -5.73686], [5.35553, -0.07398, -2.80196], [4.04093, -1.19808, -3.07086], [3.67893, 3.18052, -0.64906], [4.21563, 3.09472, -2.31426], [6.11883, -0.03068, -0.62526], [7.64113, 0.64982, -0.08176], [7.29073, 0.56832, -1.79356], [5.36293, 2.31112, 1.71374], [5.65133, 3.98262, 1.28754], [7.00473, 2.91082, 1.59794], [7.23673, 3.46962, -2.71276], [8.15923, 3.74062, -1.24936], [6.75933, 4.73292, -1.59606], [-0.33307, -1.17698, -0.75276], [-1.12207, -1.79858, -1.84566], [-1.53967, -3.50658, -1.21006], [-0.25967, -4.05568, -0.57396], [-0.48547, -5.35938, 0.20244], [-1.69637, -6.13018, -0.32346], [-1.79857, -5.95178, -1.83246], [-2.20447, -4.50998, -2.15676], [-0.08717, -1.55218, -3.38646], [-0.71907, -1.54288, -4.77816], [-0.79547, -2.91378, -5.43996], [0.56823, -3.59538, -5.43086], [1.06403, -3.72518, -3.99476], [1.21383, -2.34908, -3.35746], [-2.64467, -0.80828, -2.22116], [-3.71237, -1.53588, -3.05376], [-4.91497, -1.92788, -2.20206], [-5.60897, -0.67168, -1.67586], [-4.58837, 0.37042, -1.19166], [-3.21997, -0.24628, -0.92416], [-2.22877, -3.26078, -0.38746], [0.13713, -3.29928, 0.10374], [0.48693, -4.22148, -1.34936], [-0.62367, -5.14528, 1.26174], [0.41353, -5.97338, 0.11324], [-2.60897, -5.74768, 0.13894], [-1.60777, -7.18738, -0.06716], [-2.54257, -6.63638, -2.24296], [-0.83557, -6.19508, -2.28936], [-3.28897, -4.42368, -2.06416], [-1.94387, -4.30008, -3.19356], [0.17533, -0.50938, -3.14116], [-0.09657, -0.90398, -5.40956], [-1.71047, -1.09118, -4.74586], [-1.15277, -2.80028, -6.46656], [-1.51577, -3.53948, -4.90936], [1.28013, -3.00578, -6.01486], [0.48953, -4.58378, -5.88796], [2.02293, -4.24798, -3.97076], [0.34363, -4.31638, -3.42916], [1.97073, -1.79288, -3.91566], [1.55533, -2.43068, -2.32036], [-2.25557, 0.04182, -2.79866], [-3.28597, -2.42008, -3.52736], [-4.07037, -0.87538, -3.84846], [-4.59427, -2.56208, -1.37196], [-5.61677, -2.50618, -2.80686], [-6.28857, -0.95388, -0.87116], [-6.21387, -0.23188, -2.47076], [-4.94947, 0.85702, -0.28716], [-4.47117, 1.15192, -1.94616], [-3.29607, -1.02998, -0.16876], [-2.54977, 0.51992, -0.53416]], "forces_ev_per_a": [[3.3, -0.3, 0.1], [-0.1, 0.0, -0.2], [0.2, 0.1, 0.4], [0.0, 0.0, 0.0], [-0.2, -0.4, -0.2], [0.3, 0.1, 0.5], [-0.6, -1.3, -0.4], [0.1, 0.2, -0.1], [-0.1, -0.1, -0.2], [0.1, 1.4, 0.0], [-0.1, 1.2, 0.1], [0.5, -1.2, 0.5], [-0.5, 0.2, -0.6], [0.2, -0.3, 0.2], [-0.3, 0.2, 0.7], [-1.7, 2.3, 1.5], [-0.4, 0.7, -0.1], [-0.2, 0.1, -0.6], [0.1, -0.2, -0.1], [-0.2, 0.3, 0.1], [0.1, -0.2, -0.3], [0.1, 0.0, 0.3], [0.0, 0.1, 0.0], [0.0, 0.1, 0.1], [0.0, -0.1, 0.0], [-0.1, 0.0, -0.1], [0.0, 0.2, -0.1], [0.0, 0.0, 0.1], [0.0, -0.1, 0.1], [0.0, 0.1, 0.0], [0.0, 0.0, 0.1], [0.1, -0.1, 0.0], [0.0, 0.0, -0.1], [0.0, 0.0, 0.1], [0.0, 0.0, 0.0], [0.2, 0.0, 0.0], [-0.2, 0.0, 0.0], [-0.1, -0.2, -0.2], [0.0, 0.0, 0.0], [0.1, 0.1, 0.1], [0.5, 0.3, 0.4], [-0.1, -0.1, -0.1], [-0.1, 0.0, 0.0], [0.1, 0.0, 0.2], [-0.1, 0.0, -0.1], [0.0, 0.2, -0.2], [0.0, -0.2, 0.2], [0.0, 0.0, -0.1], [0.0, -0.1, -0.1], [-0.1, 0.1, 0.2], [0.0, 0.1, 0.1], [0.1, 0.1, 0.1], [-0.1, 0.0, -0.1], [0.1, -0.1, 0.0], [0.1, -0.1, -0.1], [0.0, 0.0, -0.1], [0.0, 0.0, 0.0], [0.0, 0.0, 0.1], [0.0, 0.0, 0.0], [0.0, 0.1, 0.0], [0.0, 0.1, 0.0], [-0.1, 0.1, -0.1], [0.0, 0.1, -0.1], [0.0, 0.1, -0.1], [-0.1, 0.0, 0.0], [-0.1, 0.0, 0.1], [0.0, -0.1, 0.0], [0.0, -0.1, 0.1], [0.1, 0.1, -0.1], [0.1, 0.0, -0.1], [-0.1, 0.0, 0.2], [0.1, 0.0, 0.0], [0.4, 0.3, -0.4], [0.0, 0.0, -0.1], [-0.1, 0.0, 0.2], [-0.4, -1.1, 0.8], [0.5, 0.2, -0.1], [0.0, -0.1, 0.0], [-0.2, -0.1, 0.0], [0.0, 0.1, 0.0], [0.2, 0.1, 0.1], [-0.2, -0.1, -0.1], [0.1, 0.0, 0.0], [-0.5, 0.5, 0.0], [0.0, 0.1, -0.1], [0.2, -0.3, 0.0], [0.0, 0.0, 0.0], [-0.2, 0.2, 0.0], [0.1, -0.1, 0.0], [0.0, -0.1, 0.0], [-0.1, 0.0, 0.0], [-0.1, 0.0, 0.0], [0.1, -0.1, 0.1], [0.0, -0.1, 0.1], [0.0, 0.1, 0.0], [-0.1, 0.1, 0.0], [0.0, -0.1, 0.0], [0.0, -0.1, 0.0], [0.0, 0.0, 0.0], [0.1, 0.0, 0.0], [0.0, 0.0, 0.0], [0.0, 0.0, 0.0], [0.7, -0.1, 0.3], [-0.2, 0.0, -0.3], [-0.2, -0.7, 0.2], [-0.3, 0.5, 0.5], [-0.5, 0.6, -0.2], [0.8, 0.1, -0.6], [0.3, -0.4, 0.0], [0.5, 0.0, 0.5], [-0.4, 0.6, -0.1], [-0.1, -0.1, -0.8], [-0.5, -0.5, 0.4], [0.1, 0.1, -0.1], [-0.1, 0.1, 0.1], [0.0, -0.2, 0.0], [0.0, 0.0, -0.2], [0.2, 0.0, 0.1], [-0.2, 0.1, 0.1], [-0.1, 0.1, -0.2], [-0.1, -0.2, 0.1], [0.2, 0.0, 0.1], [0.1, 0.0, 0.2], [0.0, -0.2, 0.0], [0.0, 0.1, 0.1], [-0.1, 0.0, -0.1], [-0.1, -0.1, 0.1], [0.1, 0.1, 0.2], [0.0, 0.0, -0.2], [-0.1, -0.1, 0.0], [-0.1, 0.2, 0.0], [0.2, -0.1, 0.0], [0.0, -0.1, -0.2], [0.2, -0.1, 0.1], [-0.1, 0.2, 0.0], [-0.3, -1.9, -0.8], [-1.0, -0.4, -1.1], [0.1, 0.7, -0.4], [0.2, 0.1, 0.3], [-0.2, 0.0, 0.0], [0.2, -0.2, -0.1], [-0.3, 0.0, 0.2], [0.0, -0.1, -0.1], [-0.2, 0.0, 0.3], [-0.2, -0.1, 0.1], [0.1, 0.1, -0.1], [-0.2, -0.2, 0.2], [0.2, 0.2, -0.2], [0.0, -0.2, 0.2], [0.6, -0.2, 0.1], [0.0, -0.2, 0.0], [-0.1, 0.1, -0.2], [0.1, -0.1, 0.0], [0.0, -0.1, 0.1], [0.0, 0.1, 0.0], [0.0, 0.0, -0.1], [0.1, -0.1, -0.2], [0.1, 0.0, 0.0], [0.1, 0.0, 0.0], [0.0, 0.0, 0.1], [-0.1, 0.0, 0.0], [-0.1, 0.0, 0.1], [0.1, 0.0, -0.1], [0.0, 0.0, 0.0], [0.0, 0.0, -0.1], [-0.1, 0.0, 0.0], [-0.1, -0.1, 0.0], [0.0, 0.1, 0.0], [0.0, 0.1, 0.0], [-0.1, 0.0, 0.1], [0.0, -0.1, -0.1], [0.0, 0.0, -0.1], [0.1, 0.0, -0.1], [0.0, -0.1, 0.1], [0.0, -0.1, 0.1], [0.1, 0.1, 0.0], [0.1, 0.0, -0.1], [0.0, -0.1, 0.0], [-0.1, 0.0, -0.2], [0.1, 0.0, -0.1], [0.0, -0.1, 0.0], [0.0, -0.1, 0.1], [-0.1, 0.0, 0.0], [-0.1, 0.0, 0.0], [0.0, 0.1, 0.0], [0.0, 0.1, 0.0], [0.0, 0.1, -0.1], [0.1, 0.0, 0.1]]}